The following is a DFT calculation (ωB97M-V with the def2-TZVPD basis set) of a cluster of 4 separate species, C43H91N5O19P3 in total in a non-equilibrium geometry.

HOMO-LUMO gap   6.685 eV

```
! RIJCOSX wB97M-V def2-TZVPD def2/J DEFGRID3
* xyz 1 1
P -4.9435 -2.8872 5.7109
P 3.8816 -1.5503 5.4916
P 7.3743 3.1659 -4.9420
O 5.2130 -0.7296 5.1313
O -6.7963 1.2724 -0.9524
O 5.7725 3.4634 -4.7766
O -3.3348 -3.1647 5.6873
O -7.9933 -0.9747 -1.0327
O 8.0210 4.2022 -3.8592
O 4.3101 -2.9729 4.8126
O 2.0250 -0.6611 -1.8316
O -4.5600 1.8695 -6.8055
O 7.5051 4.0986 -6.2382
O -5.4912 -3.5794 4.5209
O -5.4416 -3.8847 6.9021
O -4.9366 -1.6007 6.6701
O -1.1499 0.6487 -2.5703
O -4.5630 1.1848 -8.0500
O 2.4078 -1.5941 5.6151
O 7.4652 1.8254 -4.3226
O 4.3332 -1.7769 7.0413
O 4.3488 -1.4505 -1.0117
N -4.9271 0.3279 -2.7278
N -3.1054 -1.0463 1.5912
N -4.1054 1.6489 -4.5535
N 1.3341 3.4053 -2.8075
N -6.0535 0.4978 -4.7951
C -4.2759 -1.2373 1.0108
C -0.6579 3.1787 -4.1392
C -4.9962 0.8293 -4.0083
C -2.7250 0.7534 0.0706
C -3.9308 0.5371 -0.5385
C 10.2414 4.6193 -4.8277
C -7.9186 -2.3277 -1.3735
C -2.9118 1.9173 -3.6796
C 9.4356 4.1613 -3.6264
C -4.6798 -0.4742 -0.0284
C -2.0391 0.6639 -3.6506
C -3.4888 2.3319 -2.3258
C -4.4420 1.3202 -1.7170
C -5.0823 -1.6079 8.1015
C -6.3046 -4.9966 6.6752
C 4.0316 -1.9976 -2.2602
C 4.8664 2.4854 -4.2876
C 4.7126 2.5897 -2.7856
C -5.5108 -6.2577 6.4058
C 6.2819 6.2050 -5.8521
C -2.5639 -2.5246 4.6604
C 4.7543 -2.3244 2.4913
C 6.6364 -0.7465 -0.4760
C -0.1177 3.5219 -2.7536
C 3.4142 -1.8272 8.1292
C -2.3923 -0.0537 1.1098
C -3.8968 -2.2010 8.8210
C -7.8255 1.2667 -1.9058
C -2.5113 -1.0195 4.8418
C -0.0313 -0.1671 -2.9112
C 6.5063 5.0047 -6.7408
C 3.9816 -3.2176 3.4419
C -8.2577 -0.1813 -2.1586
C 0.6408 -0.8274 -1.7059
C -2.1857 3.1719 -4.2309
C 6.3822 -0.6005 5.9619
C -3.7412 1.1661 -5.8992
C 7.1634 -1.8849 6.1040
C -5.7014 2.0978 -1.2119
C -7.5620 -3.1704 -0.1716
C 2.9776 -3.2510 8.4018
C 2.6033 -1.5641 -2.7420
C 5.2731 -0.3768 -1.0816
H -1.5553 -2.9349 4.7142
H 2.0129 -2.4664 -2.8563
H 0.7113 0.4254 -3.4404
H 9.7261 3.1491 -3.3316
H -8.8517 -2.7110 -1.7907
H -6.6058 1.2627 -5.1371
H 5.5806 4.4754 -6.9522
H 5.9529 5.9281 -4.8540
H 4.4659 -1.2766 2.6152
H -7.0100 -4.7876 5.8737
H 7.0100 0.1399 5.4638
H 6.7876 -0.1468 0.4085
H 0.3674 -1.8782 -1.6962
H -5.1393 0.4151 -7.9315
H -8.1611 -2.9252 0.6902
H -2.6059 -0.2687 -3.6654
H 7.5014 -2.2382 5.1287
H 2.9035 -3.0975 3.2960
H -0.3298 4.5760 -2.6301
H -4.8940 -2.0403 1.3661
H -7.1452 -2.5065 -2.1269
H -3.7117 -3.2337 8.5380
H -4.3602 -0.5128 -2.6688
H 5.5194 6.8478 -6.2938
H -2.5282 4.0200 -3.6551
H -2.9776 -2.7803 3.6830
H -2.7185 1.4154 -6.1401
H -6.5101 -3.0276 0.0320
H 5.1700 1.4839 -4.5903
H 2.6076 -3.7369 7.4992
H -4.9560 -6.5525 7.2974
H -5.9886 2.8960 -1.8959
H 10.1287 3.9291 -5.6678
H 4.2269 -4.2610 3.2474
H 6.6536 -1.7791 -0.1607
H 2.1928 -3.2769 9.1572
H -3.8747 0.0987 -6.0164
H 4.0474 -3.0741 -2.1312
H -8.6814 1.8267 -1.5453
H -7.7192 -0.6250 -2.9944
H -5.4116 2.5510 -0.2718
H 7.4413 -0.5557 -1.1718
H -4.7800 -6.1088 5.6113
H -2.6946 2.6752 -1.6865
H 4.5675 -2.5988 1.4523
H 3.9403 -1.4348 9.0020
H -9.3230 -0.1984 -2.3912
H 4.2262 3.5303 -2.5204
H -7.5137 1.6663 -2.8659
H -2.4565 3.3882 -5.2578
H 9.9073 5.5988 -5.1673
H 6.1212 -0.1737 6.9267
H 5.8250 -2.3897 2.6838
H 6.5741 -2.6832 6.5469
H 5.3695 0.0321 -2.0768
H -0.3332 -0.9582 -3.5926
H 2.7330 -1.0891 -3.7136
H -3.5026 -0.5740 4.7141
H 8.0332 -1.7138 6.7393
H 3.9023 2.6784 -4.7666
H 9.6278 4.8201 -2.7812
H 5.6752 2.5787 -2.2742
H 3.8220 -3.8425 8.7585
H -0.3236 3.9957 -4.7636
H -4.0708 -2.1710 9.8974
H -6.1725 -7.0769 6.1217
H -5.1788 -0.5593 8.3877
H -6.8943 -5.1256 7.5854
H -5.6417 -0.6724 -0.4684
H 4.1077 1.7656 -2.4053
H -4.0922 3.2049 -2.5429
H -2.1667 -0.7636 5.8422
H 4.8568 0.4182 -0.4735
H 4.7607 -1.7481 -3.0223
H -7.6825 -4.2091 -0.4392
H 1.7494 3.8228 -1.9900
H -1.4335 0.1195 1.5749
H -6.2603 -0.4438 -5.0709
H 2.5641 -1.1704 7.9566
H -1.8433 -0.5654 4.1112
H -1.4625 0.6554 -4.5719
H 1.6219 2.4443 -2.9132
H 11.3010 4.6731 -4.5778
H 6.8855 5.3466 -7.7047
H 7.2041 6.7763 -5.7392
H -2.0668 1.5303 -0.2552
H -0.5873 2.9308 -1.9739
H 0.2862 -0.4200 -0.7683
H -2.9918 -1.6378 8.5921
H -0.1880 2.2933 -4.5491
H -6.0153 -2.0855 8.3896
*
```

Here are the Mulliken charges for atoms 1 to 4, given in e: number 1, P, carries 1.07; number 2, P, carries 0.92; number 3, P, carries 0.91; number 4, O, carries -0.27